Record 1
Here is a structure of composition C16H17INO6P2PdSTe from the OMol25 dataset. Energies are from wB97M-V/def2-TZVPD.

```
46
Properties=species:S:1:pos:R:3:forces:R:3
Pd -0.2690 -0.3816 0.7838 0.009 -0.524 0.110
N -3.2562 0.5787 2.6487 -0.061 0.059 -0.006
C -3.5104 1.0451 1.2282 -0.104 0.114 0.161
C -4.9026 1.6728 1.1830 0.031 -0.007 -0.033
P -3.4918 -0.4233 0.0878 0.137 -0.196 0.030
O -4.2334 -1.4870 1.1062 -0.065 -0.016 -0.075
O -4.3377 -0.1194 -1.0772 -0.012 0.039 -0.005
O -2.0968 -0.9894 -0.0648 -0.174 0.163 -0.004
P -2.1036 2.2562 0.8883 0.006 -0.117 -0.029
O -2.8522 3.6990 0.8326 -0.045 0.046 0.004
O -1.3176 2.1974 2.1657 0.052 -0.052 -0.010
O -1.5185 1.9623 -0.4399 0.041 0.127 -0.173
H -3.2793 -0.4421 2.7308 0.059 -0.006 0.007
H -3.9389 0.9825 3.2851 -0.018 -0.032 -0.006
H -2.3100 0.9461 2.9023 0.039 0.006 -0.021
H -5.6629 0.9391 1.4641 0.001 -0.003 -0.007
H -5.1220 1.9931 0.1680 0.009 0.008 0.001
H -4.9565 2.5404 1.8448 -0.004 -0.002 0.004
H -3.6785 -2.2747 1.1799 0.061 0.049 0.046
H -2.9427 3.9470 -0.0948 0.019 -0.010 0.005
I -0.8164 -1.7509 3.3871 -0.125 0.140 -0.014
C 2.5507 -1.8130 0.3233 0.093 0.151 -0.133
C 3.6306 -2.6360 0.4233 0.041 -0.011 0.051
C 3.9792 -3.4531 -0.6811 -0.022 0.008 -0.008
C 3.2928 -3.3531 -1.8572 -0.011 0.009 0.008
C 2.1850 -2.4736 -1.9945 0.044 -0.028 -0.016
C 1.4902 -2.2843 -3.2101 -0.061 0.052 0.019
C 0.4432 -1.4008 -3.2648 0.079 -0.081 -0.060
C -0.0017 -0.7143 -2.1162 -0.122 0.038 0.133
C 0.6213 -0.9073 -0.9117 -0.211 0.115 -0.031
C 1.7657 -1.7437 -0.8578 0.164 0.071 0.127
H 4.2346 -2.6605 1.3224 -0.005 0.013 -0.002
H 4.8179 -4.1329 -0.5957 0.001 0.000 -0.004
H 3.5915 -3.9479 -2.7135 -0.004 0.003 -0.002
H 1.8010 -2.8366 -4.0896 -0.003 0.000 -0.006
H -0.0796 -1.2443 -4.2013 0.005 -0.002 0.000
H -0.8672 -0.0647 -2.1634 0.013 -0.015 -0.032
Te 2.0340 -0.2731 1.6836 -0.033 -0.215 -0.068
C 2.9211 1.2270 0.5282 0.271 0.091 0.028
C 4.1985 1.6905 0.7055 -0.015 0.038 -0.016
C 4.5344 2.7266 -0.2005 -0.016 0.010 0.007
C 3.4939 3.0285 -1.0317 0.017 0.008 -0.034
S 2.1224 2.0624 -0.7322 -0.051 -0.009 0.055
H 4.8703 1.3062 1.4612 -0.013 -0.019 0.005
H 5.4917 3.2274 -0.2298 0.002 -0.005 0.004
H 3.4752 3.7794 -1.8061 -0.021 -0.010 -0.010
```
Positions in Å, forces in eV/Å.

The total charge is -1. The molar mass is 774.25 u. The energy above the lowest of the compared OMol25 structures with the same formula, charge and spin is 2.1 kJ/mol. The calculation puts the HOMO energy at -4.853 eV. The calculation puts the HOMO-LUMO gap at 0.262 Eh.

Löwdin atomic charge list, values in e, 2 entries: Pd 0.39; N 0.11

Record 2
Here is a structure of composition C38H21N11PtSe from the OMol25 dataset. Energies are from wB97M-V/def2-TZVPD.

```
72
Properties=species:S:1:pos:R:3:forces:R:3
Pt -0.3744 -0.3001 -0.0247 0.559 0.050 -2.941
C -6.0713 2.8263 -0.5622 0.040 0.181 0.014
C -5.2653 3.9650 -0.5948 -0.186 0.080 0.010
C -3.8873 3.8716 -0.6663 0.306 -0.251 0.032
C -3.3262 2.6038 -0.6645 -1.309 -0.198 0.082
C -1.9615 2.1430 -0.6658 1.078 -0.903 -0.356
N -0.9156 2.9336 -0.7731 -1.139 0.309 -0.108
C 0.3186 2.5223 -0.5859 0.624 -1.129 0.632
C 1.4451 3.4039 -0.8533 0.851 -0.049 0.090
C 1.5032 4.6474 -1.4530 -0.047 -0.180 0.090
C 2.7521 5.2296 -1.5951 0.044 0.095 -0.067
C 3.8968 4.5871 -1.1370 0.079 0.074 0.007
C 3.8351 3.3437 -0.5239 -0.094 -0.121 0.038
C 2.5949 2.7501 -0.4019 -0.362 0.370 -0.182
C 2.1445 1.4788 0.2119 0.531 -0.133 -0.008
N 2.5968 1.1269 1.5488 -0.370 0.203 0.663
C 2.5399 -1.0711 0.4732 -0.413 -0.130 -0.274
N 1.2885 -1.4650 0.1997 0.487 0.142 0.784
C 1.1722 -2.8051 0.5107 0.268 -0.156 -0.154
N 0.1512 -3.6000 0.2695 -0.341 -0.222 0.023
C -1.0370 -3.2079 -0.1283 0.322 -0.411 0.258
N -1.5151 -1.9368 -0.1499 -0.759 0.356 -0.776
C -2.8234 -1.9547 -0.5818 1.620 -0.679 0.329
N -3.6237 -0.9325 -0.7070 -0.958 1.679 0.245
C -3.2423 0.3260 -0.6160 0.563 -1.377 -0.414
N -1.9504 0.7827 -0.6208 -0.275 0.548 0.261
C -4.1403 1.4508 -0.6251 -0.178 1.190 -0.094
C -5.5230 1.5567 -0.5929 0.250 -0.229 0.004
C -3.2031 -3.3219 -0.8554 0.478 -0.401 0.112
C -4.3702 -3.8832 -1.3448 0.029 -0.128 0.019
C -4.3951 -5.2578 -1.5234 -0.256 0.303 -0.030
C -3.2889 -6.0474 -1.2240 0.240 -0.072 0.103
C -2.1145 -5.4899 -0.7463 -0.043 -0.010 -0.002
C -2.0768 -4.1176 -0.5654 -0.577 0.315 -0.074
C 2.4178 -3.2599 1.0668 0.255 0.591 -0.312
C 2.8082 -4.4398 1.6811 0.224 -0.101 0.089
C 4.0899 -4.5028 2.2006 -0.348 -0.230 -0.018
C 4.9767 -3.4303 2.0870 0.227 0.306 -0.103
C 4.5990 -2.2486 1.4836 0.019 -0.111 0.080
C 3.2995 -2.1519 0.9953 -0.325 -0.575 0.067
N 0.7494 1.3648 -0.0653 -0.713 0.805 -0.312
H -7.1418 2.9485 -0.5054 -0.124 -0.019 -0.020
H -5.7297 4.9398 -0.5573 -0.044 0.060 -0.043
H -3.2562 4.7442 -0.7129 0.062 0.149 0.025
H 0.5974 5.1202 -1.7969 -0.079 0.115 -0.052
H 2.8480 6.1929 -2.0742 -0.015 0.073 -0.018
H 4.8563 5.0668 -1.2617 0.077 0.045 -0.020
H 4.7362 2.8606 -0.1739 0.092 -0.055 0.039
H -6.1414 0.6720 -0.5820 -0.044 -0.077 0.029
H -5.2175 -3.2593 -1.5806 -0.136 0.035 -0.030
H -5.2910 -5.7236 -1.9027 -0.105 -0.079 -0.049
H -3.3493 -7.1159 -1.3663 -0.001 -0.100 -0.041
H -1.2522 -6.0968 -0.5275 0.146 -0.100 0.044
H 2.1137 -5.2599 1.7755 -0.042 -0.140 -0.014
H 4.4119 -5.3913 2.7219 0.036 -0.136 -0.004
H 5.9760 -3.5252 2.4844 0.087 -0.026 0.064
H 5.2804 -1.4174 1.4050 0.177 0.126 0.063
C 3.0391 0.3080 0.4358 0.022 -0.153 -0.398
H 4.0721 0.3961 0.0992 -0.117 0.098 0.028
H 3.2913 1.7638 1.9255 0.061 0.033 -0.295
Se -2.8710 2.1150 3.0328 1.228 -1.457 0.352
N -2.3662 1.3028 4.5470 -0.306 0.313 0.582
C -1.4826 0.3624 4.2599 -0.761 1.056 -1.428
C -0.8306 -0.5033 5.1385 1.080 -1.307 0.390
C 0.0545 -1.4316 4.6109 -0.962 0.848 1.960
C 0.2829 -1.4907 3.2474 -1.095 1.540 -2.004
N -0.3241 -0.6723 2.3872 1.670 -2.031 1.176
C -1.1745 0.2374 2.8420 -0.861 0.753 1.316
N -1.8014 1.0739 2.0392 -0.592 0.785 0.406
H -1.0222 -0.4413 6.1978 -0.012 -0.023 0.129
H 0.5763 -2.1202 5.2565 0.016 -0.036 0.150
H 0.9629 -2.2195 2.8380 0.137 -0.091 -0.144
```
Positions in Å, forces in eV/Å.

The molar mass is 905.70 u. The energy above the lowest of the compared OMol25 structures with the same formula, charge and spin is 2.7 kJ/mol. The calculation puts the HOMO energy (spin up / spin down) at -6.114 / -6.515 eV. The calculation puts the HOMO-LUMO gap (spin up / spin down) at 0.173 / 0.189 Eh.

Löwdin atomic charge list, values in e, 2 entries: Pt 1.24; C -0.07

Record 3
Here is the molecule C10H10N2S from the OMol25 dataset. Energies are from wB97M-V/def2-TZVPD.

```
23
Properties=species:S:1:pos:R:3:forces:R:3
C -4.2858 -1.1016 0.4576 -0.536 0.672 -0.536
C 1.7236 2.4855 0.1897 -2.752 -1.839 -0.612
C 0.5435 3.2437 -0.1349 0.489 -0.384 0.079
C 1.5644 1.0991 0.2559 1.521 1.943 -0.003
C -0.6759 2.6443 -0.4007 1.699 -0.216 0.832
C 0.3565 0.3973 0.0768 -1.470 1.356 -0.524
C -0.8217 1.2439 -0.2302 -0.997 -0.170 0.431
C -3.0115 -0.7234 0.2757 3.058 -0.342 0.442
C 1.7481 -2.5861 -0.7267 -1.937 -1.083 -1.710
C 1.0130 -1.9362 0.4793 1.054 0.279 -1.162
N -5.3229 -1.5643 0.5051 -2.601 -0.962 0.400
N 0.1777 -0.8671 0.0836 -1.769 -0.433 -0.512
S -2.5401 0.8066 -0.1454 0.637 1.463 -0.633
H 2.6742 2.9239 0.2708 1.004 0.542 0.239
H 0.4953 4.3293 -0.1653 0.634 -0.144 -0.032
H 2.4327 0.4846 0.3376 0.606 -0.286 0.314
H -1.3754 3.4282 -0.5886 -1.385 -0.566 -0.252
H -2.3609 -1.5062 0.5981 1.006 -0.025 -0.182
H 2.4020 -3.3915 -0.4428 0.167 -0.408 0.651
H 0.8886 -3.1382 -1.3531 2.024 1.468 0.927
H 2.3996 -1.9711 -1.3943 -0.992 0.092 0.616
H 0.2602 -2.6310 0.7944 0.289 -0.958 0.757
H 1.7150 -1.6696 1.2575 0.254 0.001 0.470
```
Positions in Å, forces in eV/Å.

The molar mass is 190.27 u. The energy above the lowest of the compared OMol25 structures with the same formula, charge and spin is 469.1 kJ/mol. The calculation puts the HOMO energy (spin up / spin down) at -7.672 / -8.092 eV. The calculation puts the HOMO-LUMO gap (spin up / spin down) at 0.224 / 0.259 Eh.

Löwdin atomic charge list, values in e, 2 entries: C -0.38; C -0.04

Record 4
Here is a cluster of 2 separate species, C3H7N in total from the OMol25 dataset. Energies are from wB97M-V/def2-TZVPD.

```
11
Properties=species:S:1:pos:R:3:forces:R:3
C 0.1990 0.0120 -0.2080 -2.014 -0.974 0.833
C 1.3849 -0.0298 -0.1648 0.721 0.245 -2.161
C 2.6505 0.6333 -0.1075 -0.214 0.830 4.930
H -0.8201 0.0061 0.1156 -0.071 -0.422 -0.659
H 2.8734 0.3155 0.9613 1.087 -0.071 -0.983
H 2.2290 1.6044 0.2980 1.503 0.014 -1.627
H 3.5609 0.5694 -0.6879 -0.551 -0.022 -0.539
N -2.3463 1.2864 0.2841 2.955 -0.263 0.451
H -3.1989 1.6077 0.6100 -1.849 0.761 1.272
H -2.1945 1.7904 -0.5656 0.248 0.161 -0.751
H -1.5370 1.5767 0.9082 -1.814 -0.260 -0.766
```
Positions in Å, forces in eV/Å.

The molar mass is 57.10 u. The energy above the lowest of the compared OMol25 structures with the same formula, charge and spin is 284.9 kJ/mol. The calculation puts the HOMO energy at -9.435 eV. The structure (SMILES) is C#CC.N. The calculation puts the HOMO-LUMO gap at 0.379 Eh.

Löwdin atomic charge list, values in e, 2 entries: C 0.06; C -0.24

Record 5
Here is a structure of composition H2N2O3Si from the OMol25 dataset. Energies are from wB97M-V/def2-TZVPD.

```
8
Properties=species:S:1:pos:R:3:forces:R:3
N -1.9910 1.1927 -1.1286 0.681 -0.300 0.237
N 0.9434 1.5921 -0.5484 1.508 2.449 -0.731
O -2.8076 0.5698 -1.6486 0.585 -0.082 0.390
O 1.0502 1.3368 -1.7683 0.024 0.851 0.656
O 1.3562 2.6415 -0.0453 -0.820 -1.771 -0.277
Si -0.0021 0.1493 -0.0828 -2.858 0.088 -0.559
H 0.7034 -0.7258 -0.9039 0.623 -1.545 -0.514
H -0.3451 -0.3788 1.2234 0.256 0.310 0.797
```
Positions in Å, forces in eV/Å.

The molar mass is 106.11 u. The energy above the lowest of the compared OMol25 structures with the same formula, charge and spin is 262.9 kJ/mol. The calculation puts the HOMO energy (spin up / spin down) at -8.186 / -8.778 eV. The calculation puts the HOMO-LUMO gap (spin up / spin down) at 0.272 / 0.286 Eh.

Löwdin atomic charge list, values in e, 2 entries: N -0.03; N -0.52

> Look up the molar mass of the first one.

774.25 u